Entry 1:
This record from OMol25 describes a structure of composition C55H39ClN5O6S3Sr in a non-equilibrium geometry. The level of theory is wB97M-V/def2-TZVPD.

The value obtained for the HOMO energy is -10.58 eV. The calculation puts the LUMO energy at -0.09024 Eh. The calculation puts the electronic energy at -4529.932601 Eh. The value obtained for the relative energy (zero: lowest compared OMol25 entry of this formula, charge and spin) is 73.3 kcal per mole.

Geometry as ORCA input:
```
! RIJCOSX wB97M-V def2-TZVPD def2/J DEFGRID3
* xyz 1 1
Sr -1.06802 1.11198 -0.28388
N -1.60365 3.61566 -4.14866
C -0.76091 4.51775 -3.54236
C -0.34943 5.79718 -3.88924
C 0.50226 6.43280 -3.00858
C 0.95597 5.81127 -1.83932
C 0.56703 4.53160 -1.50246
C -0.32598 3.88429 -2.35600
N -0.92810 2.64628 -2.26708
C -1.68103 2.52744 -3.34344
C -2.50051 1.35724 -3.59581
C -2.61424 0.65803 -4.76805
S -3.63181 -0.69928 -4.54839
C -3.85405 -0.22079 -2.90631
N -3.21612 0.84068 -2.55533
H -2.12115 3.76246 -4.99955
H -0.68019 6.27018 -4.80124
H 0.83311 7.43565 -3.22514
H 1.62658 6.35526 -1.19118
H 0.92589 4.02985 -0.61643
H -2.12847 0.84492 -5.70521
H -4.48323 -0.79245 -2.25194
O 0.15398 4.79095 4.07095
C -0.53324 5.53450 3.23565
O -0.71929 6.71041 3.41563
C -1.12340 4.85043 2.03519
C -2.06218 5.43635 1.19062
Cl -2.75159 6.97024 1.29231
N -2.40437 4.52724 0.24477
N -1.72381 3.38414 0.43492
C -0.93658 3.56524 1.48258
C 0.15549 2.57294 1.77755
O 0.59249 2.50375 2.92181
O 0.58811 1.95815 0.76834
C -3.19061 4.74055 -0.90771
C -4.11923 3.79176 -1.32170
C -4.91916 4.06453 -2.42127
C -4.78953 5.26540 -3.10278
C -3.81803 6.17700 -2.72109
C -3.01551 5.92051 -1.62463
H 0.30387 3.84838 3.76855
H -4.21961 2.86491 -0.76592
H -5.67341 3.35415 -2.72584
H -5.44255 5.49910 -3.92968
H -3.69695 7.09234 -3.27970
H -2.26413 6.63208 -1.31712
C 4.78371 0.79914 5.26828
C 3.60513 0.47002 4.40924
C 2.36867 0.16388 4.96487
C 1.26626 -0.08992 4.16833
C 1.40492 -0.01291 2.79791
C 2.63140 0.27801 2.22268
C 3.72769 0.51078 3.02394
S 0.15101 -0.33753 1.55971
O -1.18275 0.24183 1.85076
C -0.00184 -2.07652 2.06183
C -0.88456 -2.49295 3.06427
C -0.97613 -3.82198 3.37627
C -0.22687 -4.78645 2.66676
C -0.35997 -6.16778 2.92302
C 0.32870 -7.08695 2.18161
C 1.19540 -6.66660 1.16059
C 1.36061 -5.33645 0.89519
C 0.66261 -4.36411 1.64097
C 0.77788 -2.97847 1.37101
C 1.61156 -2.42559 0.28336
C 3.02825 -2.35206 0.31536
C 3.79448 -2.86511 1.38474
C 5.15157 -2.69805 1.41430
C 5.80850 -2.01967 0.37493
C 5.09725 -1.51643 -0.67778
C 3.69510 -1.65906 -0.73526
C 2.94695 -1.08382 -1.78469
C 1.58158 -1.14555 -1.78300
C 0.93064 -1.80743 -0.73992
S -0.85968 -1.68369 -0.62032
O -1.18312 -0.63381 -1.63075
C -1.17614 -3.31522 -1.32854
C -1.80980 -4.16415 -0.43424
C -2.00609 -5.49193 -0.75515
C -1.58304 -5.98453 -1.98448
C -1.77082 -7.42853 -2.32260
C -0.97164 -5.11331 -2.88388
C -0.75498 -3.78484 -2.56120
H 4.58314 0.58512 6.31379
H 5.01698 1.85925 5.17469
H 5.65964 0.23726 4.95002
H 2.25821 0.14065 6.03834
H 0.30503 -0.30667 4.60830
H 2.70622 0.36291 1.14739
H 4.67852 0.75451 2.57337
H -1.49004 -1.75247 3.56653
H -1.64592 -4.15006 4.15778
H -1.02828 -6.48517 3.70996
H 0.20844 -8.14199 2.37593
H 1.73620 -7.40491 0.58840
H 2.02315 -5.00836 0.10799
H 3.29090 -3.38112 2.18832
H 5.72979 -3.08726 2.23979
H 6.87936 -1.89226 0.41453
H 5.59108 -0.98497 -1.47861
H 3.46372 -0.56448 -2.57760
H 0.98779 -0.68032 -2.55922
H -2.14228 -3.77689 0.51789
H -2.48417 -6.15156 -0.04629
H -2.53477 -7.87741 -1.69324
H -0.83994 -7.97340 -2.16257
H -2.05565 -7.55204 -3.36461
H -0.64889 -5.48993 -3.84409
H -0.26536 -3.12373 -3.26073
*
```

Entry 2:
This record from OMol25 describes a structure of composition C55H40FeNO5P2S. The level of theory is wB97M-V/def2-TZVPD.

The value obtained for the HOMO energy (alpha / beta) is -13.09 / -13.21 eV. The calculation puts the LUMO energy (alpha / beta) at -0.19940 / -0.24403 Eh. The calculation puts the electronic energy at -4894.931942 Eh. The value obtained for the relative energy (zero: lowest compared OMol25 entry of this formula, charge and spin) is 0.0 kcal per mole.

Geometry as ORCA input:
```
! RIJCOSX wB97M-V def2-TZVPD def2/J DEFGRID3
* xyz 2 6
Fe 0.54414 0.12956 0.05005
O 2.24199 -0.32479 -0.89700
S 1.77924 0.37659 -2.19815
C 2.75638 1.80822 -2.35920
C 4.11903 1.73723 -2.58623
C 4.89218 2.88173 -2.82208
C 4.24843 4.09403 -2.86142
C 4.76682 5.47808 -3.14906
C 3.51852 6.39591 -3.07809
C 2.39966 5.49042 -2.63410
C 1.08972 5.73986 -2.33039
C 0.30842 4.66957 -1.85706
C 0.76394 3.36578 -1.74234
P -0.34501 2.27347 -0.80830
C -1.80459 2.04555 -1.85295
C -1.61782 1.44545 -3.10221
C -2.70083 1.21914 -3.93356
C -3.97791 1.58937 -3.52761
C -4.16389 2.20291 -2.29813
C -3.08155 2.43503 -1.45882
C -0.80540 3.09077 0.73733
C -0.10159 4.17970 1.24759
C -0.40009 4.66452 2.51334
C -1.38992 4.06490 3.27730
C -2.07984 2.96474 2.78306
C -1.78231 2.46972 1.52450
C 2.08311 3.05970 -2.20509
C 2.87482 4.16516 -2.55740
C 1.95438 -0.69461 -3.57594
C 2.84516 -0.38697 -4.58481
C 2.88611 -1.08256 -5.80097
C 1.96077 -2.06621 -6.00293
C 1.71111 -2.93658 -7.20430
C 0.49524 -3.81155 -6.81587
C 0.12740 -3.36138 -5.42760
C -0.88700 -3.74867 -4.60209
C -0.94905 -3.17009 -3.32503
C -0.06594 -2.21045 -2.85023
P -0.23735 -1.94150 -1.05194
C 0.83104 -3.18713 -0.29557
C 1.66825 -3.99452 -1.06095
C 2.50911 -4.90561 -0.43805
C 2.51928 -5.01490 0.94415
C 1.68353 -4.21358 1.71171
C 0.84513 -3.29863 1.09780
C -1.94503 -2.30519 -0.59466
C -2.29000 -3.47538 0.07572
C -3.60755 -3.68736 0.45879
C -4.57752 -2.73773 0.17597
C -4.23516 -1.57014 -0.49614
C -2.92237 -1.34845 -0.87568
C 0.96558 -1.73158 -3.72941
C 1.02257 -2.36308 -4.98876
H 4.59959 0.76638 -2.59138
H 5.95559 2.78958 -2.99554
H 5.26069 5.52130 -4.11974
H 5.51487 5.75810 -2.40560
H 3.28517 6.82997 -4.05148
H 3.65519 7.22841 -2.38847
H 0.65957 6.73009 -2.39593
H -0.70057 4.89393 -1.52691
H -0.62663 1.16300 -3.43670
H -2.54934 0.75778 -4.90033
H -4.82463 1.41160 -4.17688
H -5.15321 2.51355 -1.98986
H -3.24078 2.92657 -0.50912
H 0.68251 4.65122 0.67098
H 0.14564 5.51413 2.90089
H -1.62104 4.44994 4.26152
H -2.84620 2.48709 3.38001
H -2.30510 1.59061 1.16551
H 3.51805 0.44577 -4.46016
H 3.61273 -0.80793 -6.55320
H 2.59296 -3.53422 -7.43705
H 1.50902 -2.32362 -8.08351
H 0.74109 -4.87410 -6.81844
H -0.34070 -3.68230 -7.50346
H -1.61476 -4.49526 -4.89028
H -1.72685 -3.52414 -2.66085
H 1.66636 -3.92348 -2.14067
H 3.15433 -5.53447 -1.03650
H 3.17406 -5.72880 1.42532
H 1.68211 -4.30550 2.78954
H 0.17945 -2.69224 1.69923
H -1.54052 -4.22386 0.29614
H -3.87366 -4.59786 0.97838
H -5.60182 -2.90530 0.48052
H -4.99140 -0.82942 -0.72074
H -2.66302 -0.43630 -1.40158
O 1.53349 0.47714 1.78390
C 0.48620 0.15182 2.41819
O -0.49215 -0.27957 1.71078
C 0.36566 0.28628 3.87108
C 1.47002 0.65087 4.63988
C 1.33204 0.80811 6.00895
C 0.09346 0.62188 6.60881
C -0.98756 0.27638 5.81707
C -0.87938 0.09170 4.45714
N -2.31854 0.11593 6.44168
O -2.37380 0.15076 7.64890
O -3.25783 -0.07111 5.69346
H 2.42539 0.80391 4.15647
H 2.18478 1.08119 6.61417
H -0.04676 0.74481 7.67337
H -1.74332 -0.18411 3.87100
*
```

Entry 3:
This record from OMol25 describes a cluster of 4 separate species, C55H41BrO13S in total in a non-equilibrium geometry. The level of theory is wB97M-V/def2-TZVPD.

Its structure (SMILES) is C[C@@H](C[C@H]1OS(=O)(=O)O[C@@]1(Br)COO)OCc1ccccc1.O=C1c2ccccc2C(=O)c2ccccc21.O=C1c2ccccc2C(=O)c2ccccc21.O=C1c2ccccc2C(=O)c2ccccc21. The value obtained for the HOMO energy is -8.89 eV. The calculation puts the LUMO energy at -0.05230 Eh. The calculation puts the electronic energy at -6070.735053 Eh.

Geometry as ORCA input:
```
! RIJCOSX wB97M-V def2-TZVPD def2/J DEFGRID3
* xyz 0 1
C 2.80949 3.98074 -0.79650
C 1.72167 3.72613 -1.83774
C 0.80041 4.96023 -1.92115
C -0.12539 5.03548 -3.13184
O 0.44450 5.39911 -4.40152
S 0.30905 4.21203 -5.47458
O 1.55802 3.61766 -5.78217
O -0.46003 4.65974 -6.57639
O -0.52586 3.17847 -4.51894
C -1.07167 3.89210 -3.44863
Br -2.72766 4.80981 -4.24608
C -1.71182 3.08978 -2.34815
O -0.85330 2.03835 -1.93601
O -1.64679 0.97049 -1.44028
O 2.15584 3.50152 -3.15943
C 3.38501 2.85304 -3.36113
C 3.49057 1.43894 -2.85239
C 4.75515 0.83674 -2.88147
C 4.95049 -0.46782 -2.44734
C 3.87674 -1.20170 -1.95832
C 2.61140 -0.62438 -1.93317
C 2.42366 0.68229 -2.38938
H 3.66630 4.50736 -1.19772
H 3.10446 3.04059 -0.34063
H 2.36727 4.56036 0.00976
H 1.08598 2.92042 -1.47972
H 0.16240 4.90504 -1.04154
H 1.39712 5.86553 -1.87451
H -0.78722 5.86104 -2.88324
H -1.99031 3.74352 -1.52113
H -2.62471 2.65076 -2.73353
H -2.11200 1.32158 -0.66246
H 4.22980 3.44160 -3.00441
H 3.51127 2.80790 -4.44040
H 5.59966 1.39307 -3.26387
H 5.94264 -0.88842 -2.48902
H 4.01531 -2.21068 -1.60191
H 1.75738 -1.16539 -1.56139
H 1.42556 1.09383 -2.37777
C -4.45873 1.40969 5.63365
C -5.33790 0.48048 6.18039
C -5.77529 -0.59532 5.42532
C -5.34249 -0.74325 4.11475
C -4.47346 0.20157 3.55962
C -4.02686 1.27228 4.32589
C -4.03218 0.08302 2.14739
O -3.27183 0.90096 1.65803
C -4.54477 -1.05253 1.34108
C -4.16663 -1.13716 0.01444
C -4.61391 -2.18205 -0.77418
C -5.44175 -3.15526 -0.22057
C -5.82376 -3.07539 1.11111
C -5.38188 -2.01860 1.89657
C -5.81382 -1.91813 3.32018
O -6.52705 -2.76150 3.81830
H -4.11391 2.24425 6.22943
H -5.68176 0.59672 7.19951
H -6.45539 -1.32188 5.84751
H -3.34572 1.99529 3.89931
H -3.52144 -0.38261 -0.40820
H -4.31682 -2.24397 -1.81251
H -5.78879 -3.97878 -0.83005
H -6.46654 -3.82927 1.54362
C -0.87203 -0.04438 3.76360
C -0.85472 -0.51727 5.07156
C 0.02008 0.02917 5.99542
C 0.88792 1.04451 5.61229
C 0.88276 1.50452 4.29320
C -0.00639 0.96216 3.37523
C 1.83139 2.56319 3.84608
O 1.82118 2.96920 2.70225
C 2.79710 3.10532 4.84299
C 3.72741 4.05388 4.43815
C 4.62379 4.57752 5.35362
C 4.58995 4.16197 6.68063
C 3.66793 3.21368 7.08893
C 2.77433 2.67591 6.17180
C 1.80977 1.63305 6.62412
O 1.77892 1.27189 7.78154
H -1.55932 -0.46456 3.04454
H -1.52732 -1.31141 5.36952
H 0.03613 -0.32930 7.01522
H -0.01545 1.32894 2.35812
H 3.74692 4.37529 3.40619
H 5.35094 5.31262 5.03526
H 5.28757 4.57728 7.39568
H 3.63912 2.88335 8.11782
C -0.14909 -1.98696 -4.54701
C -0.04295 -1.91232 -3.16205
C 0.30358 -3.03492 -2.42992
C 0.53583 -4.24143 -3.07746
C 0.40893 -4.32145 -4.46621
C 0.07540 -3.18823 -5.19766
C 0.61044 -5.61368 -5.18000
O 0.50580 -5.68488 -6.38616
C 0.93698 -6.82057 -4.36772
C 1.07751 -8.04707 -5.00414
C 1.39311 -9.17564 -4.26752
C 1.57771 -9.08314 -2.89186
C 1.43432 -7.86431 -2.25171
C 1.10582 -6.73102 -2.98453
C 0.92486 -5.43358 -2.27346
O 1.08568 -5.35261 -1.07354
H -0.41072 -1.10534 -5.11727
H -0.23018 -0.97471 -2.65329
H 0.39304 -2.98164 -1.35333
H -0.00935 -3.25394 -6.27337
H 0.93650 -8.11188 -6.07398
H 1.49788 -10.13096 -4.76446
H 1.83070 -9.96555 -2.31921
H 1.57249 -7.78612 -1.18240
*
```

Entry 4:
This record from OMol25 describes a structure of composition C55H41F8GeO5S3Se4V in a non-equilibrium geometry. The level of theory is wB97M-V/def2-TZVPD.

The value obtained for the HOMO energy (alpha / beta) is -4.40 / -4.46 eV. The calculation puts the LUMO energy (alpha / beta) at 0.05708 / 0.03858 Eh. The calculation puts the electronic energy at -17116.907667 Eh.

Geometry as ORCA input:
```
! RIJCOSX wB97M-V def2-TZVPD def2/J DEFGRID3
* xyz -1 4
V 1.28756 1.31138 -1.56169
Se 1.92074 4.57110 -1.18987
Se 1.42113 6.71112 -1.04368
Se -1.62529 4.53145 -1.82943
Se -0.04948 3.20894 -0.87972
C 0.29192 1.78701 9.06213
C 0.36162 1.73422 7.55632
C -0.79748 1.77818 6.79033
C -0.73387 1.69088 5.40501
C 0.49789 1.53256 4.79170
C 1.67053 1.52031 5.53103
C 1.59415 1.62583 6.90898
S 0.53163 1.29586 3.01412
O 1.82710 1.82322 2.51147
C 0.77087 -0.49842 3.07271
C 2.10604 -0.95216 3.04693
C 2.36464 -2.28662 2.98656
C 1.30588 -3.22426 2.89537
C 1.55259 -4.60834 2.70920
C 0.52295 -5.48676 2.54570
C -0.81430 -5.02652 2.57038
C -1.08548 -3.70538 2.77470
C -0.03155 -2.76591 2.93952
C -0.28730 -1.36419 3.05228
C -1.69620 -0.86448 3.12333
C -2.42480 -0.97829 4.34938
C -1.84737 -1.54124 5.51890
C -2.53158 -1.55200 6.69925
C -3.83464 -1.00854 6.77607
C -4.41577 -0.46668 5.66720
C -3.72534 -0.42835 4.42892
C -4.28111 0.20908 3.28749
C -3.56740 0.31767 2.13395
C -2.26951 -0.22904 2.06367
S -1.32358 0.05799 0.53765
O -1.99836 1.27099 -0.00900
C -2.00081 -1.32741 -0.37654
C -3.15263 -1.14873 -1.11747
C -3.66064 -2.22398 -1.83516
C -3.01825 -3.45876 -1.82970
C -3.57307 -4.62509 -2.60731
C -1.84420 -3.60210 -1.09192
C -1.33025 -2.54240 -0.36314
H -0.64220 2.23719 9.39629
H 1.12483 2.35698 9.47468
H 0.34491 0.77810 9.47864
H -1.75961 1.88570 7.27792
H -1.63399 1.74983 4.80179
H 2.62354 1.44349 5.02079
H 2.50392 1.62364 7.49903
H 2.90626 -0.22146 3.04110
H 3.38785 -2.64293 2.96064
H 2.58031 -4.95122 2.67831
H 0.72494 -6.53772 2.38164
H -1.62474 -5.72809 2.41653
H -2.10790 -3.34915 2.77040
H -0.84105 -1.93741 5.47069
H -2.07092 -1.96529 7.58772
H -4.36370 -1.01486 7.72092
H -5.40932 -0.03636 5.71959
H -5.27680 0.63283 3.35544
H -3.94792 0.85057 1.27144
H -3.61797 -0.16996 -1.14718
H -4.56754 -2.09723 -2.41602
H -4.42954 -4.32441 -3.20986
H -3.89134 -5.42340 -1.93351
H -2.81596 -5.04214 -3.27389
H -1.31874 -4.55063 -1.09729
H -0.40884 -2.65425 0.19704
F 5.34654 2.88804 -1.39483
C 4.90710 1.69842 -1.79392
F 5.95450 0.91681 -2.07596
F 4.20540 1.88225 -2.91506
S 3.89560 0.93872 -0.36928
O 2.46066 -0.26512 -2.19944
O 4.69784 1.40576 0.75211
O 2.65587 1.95637 -0.68232
C -3.79541 2.13875 -4.83245
C -3.30402 1.00221 -4.20429
C -1.94106 0.85493 -3.98731
C -1.03169 1.82513 -4.42029
C -1.54393 2.94726 -5.07272
C -2.90948 3.10964 -5.26896
Ge 0.90500 1.72637 -4.07684
C 1.67935 3.31623 -4.91485
C 1.33363 4.59078 -4.46348
C 1.98992 5.71882 -4.93882
C 2.98523 5.59272 -5.89767
C 3.30151 4.33713 -6.39883
C 2.66436 3.20826 -5.89923
C 1.58267 0.09829 -4.95795
C 2.94543 -0.13204 -5.16824
C 3.40534 -1.35809 -5.62379
C 2.51151 -2.39106 -5.87477
C 1.15455 -2.17395 -5.69720
C 0.69703 -0.93998 -5.24664
H -4.86207 2.26659 -4.97392
H -3.98335 0.22498 -3.87212
H -1.59865 -0.02568 -3.46281
H -0.86926 3.71113 -5.43382
H -3.27710 4.00762 -5.75173
H 0.51686 4.71651 -3.75875
H 1.72988 6.69111 -4.53745
H 3.50989 6.47010 -6.25699
H 4.05314 4.23610 -7.17290
H 2.92333 2.23535 -6.29661
H 3.66653 0.64665 -4.95608
H 4.46840 -1.51199 -5.76838
H 2.87399 -3.36079 -6.19365
H 0.44516 -2.96565 -5.90867
H -0.36661 -0.78940 -5.11975
F -0.09847 0.29922 -1.88320
C 2.07387 -1.34432 -1.62550
F 1.54031 -1.09951 -0.33984
C 3.00390 -2.52630 -1.42952
F 2.39801 -3.50287 -0.73327
F 4.13174 -2.21518 -0.75133
F 3.39171 -3.03033 -2.60916
*
```

The highest electronic energy belongs to which entry?
C55H39ClN5O6S3Sr

What is the electronic energy in the second record?
-4894.931942 Eh

Among the records above, which one has the lowest electronic energy?
C55H41F8GeO5S3Se4V

Which value of electronic energy does entry 1 give?
-4529.932601 Eh